{"formula": "C10H21NO3Rb", "method": "ωB97M-V/def2-TZVPD", "symbols": ["Rb", "C", "C", "C", "N", "C", "C", "C", "C", "C", "C", "H", "H", "H", "H", "H", "H", "H", "H", "H", "H", "H", "H", "H", "H", "H", "H", "H", "H", "H", "H", "O", "C", "O", "O", "H"], "positions_angstrom": [[4.06167, -0.55486, -2.16454], [-1.48709, -1.12757, -2.90842], [-0.56290, -0.18781, -2.11451], [-0.77400, -0.65055, -0.61004], [-0.10425, 0.31338, 0.47844], [-0.56267, -0.12951, 1.87006], [-0.16250, 0.92844, 2.99444], [-0.87676, 2.20750, 2.68092], [-0.52443, 2.80881, 1.31229], [-0.52531, 1.79381, 0.17024], [1.46132, 0.23948, 0.41812], [-2.54631, -0.92440, -2.75076], [-1.23046, -2.17773, -2.76907], [-1.33194, -1.01952, -3.98190], [-0.92487, 0.81746, -2.33017], [0.47315, -0.37461, -2.39703], [-0.43433, -1.67593, -0.46400], [-1.82081, -0.46312, -0.37097], [-1.64409, -0.19139, 1.74836], [-0.17228, -1.14532, 1.93180], [-0.41062, 0.57600, 3.99560], [0.91211, 1.06534, 3.11522], [-1.94708, 2.02364, 2.77423], [-0.45076, 2.97002, 3.33299], [-1.28294, 3.54505, 1.04636], [0.40887, 3.37071, 1.34855], [-1.58156, 1.65216, -0.05862], [0.07916, 2.17238, -0.65401], [1.85217, 1.10443, 0.95402], [1.72423, 0.20367, -0.63909], [1.64730, -0.78769, 0.73189], [0.86421, -3.82432, -1.12239], [1.93727, -3.25044, -1.62562], [2.57623, -2.54825, -0.85345], [2.25946, -3.23408, -2.84755], [1.10078, -3.52531, -0.24136]], "forces_ev_per_a": [[-0.003, -0.386, -0.159], [0.508, -0.224, -0.840], [-0.840, -1.563, 1.209], [0.512, 2.808, -0.241], [1.420, 0.863, -0.506], [0.557, 0.995, -0.382], [0.039, -1.655, -0.978], [0.847, 0.941, -0.264], [0.187, -0.798, -0.075], [-0.778, -1.131, 0.538], [-2.304, -0.912, -0.575], [0.031, -0.154, 0.329], [-0.229, -0.057, 0.474], [0.103, 0.391, -0.059], [0.536, 0.131, 0.384], [-0.029, 0.354, -0.153], [-0.003, 0.170, 0.175], [-0.126, -0.672, -0.035], [-0.133, 0.041, 0.484], [0.063, 0.127, 0.547], [-0.565, -0.319, -0.183], [0.187, -0.028, -0.666], [-0.049, 0.471, 0.218], [-0.913, -0.010, 0.703], [-0.006, 0.042, -0.052], [0.189, -0.253, 0.135], [0.040, 0.167, -0.681], [-0.239, -0.418, -0.191], [0.274, -0.499, -0.010], [0.033, 0.685, 0.056], [0.751, 0.317, 0.612], [-1.426, -1.234, 0.343], [2.308, 1.792, -5.800], [1.405, 1.823, 3.958], [-1.513, -1.335, 0.450], [-0.832, -0.469, 1.237]], "homo_energy_ev": [-2.8667, -7.9192], "multiplicity": 2, "e_tot_ev": -18995.3774, "lumo_energy_ev": [-0.01, -0.04], "orbital_gap_ev": [2.85, 7.88]}


{"formula": "C30H44BFeN8", "method": "ωB97M-V/def2-TZVPD", "symbols": ["Fe", "C", "C", "C", "C", "N", "N", "B", "N", "N", "C", "C", "C", "C", "C", "C", "C", "C", "N", "N", "C", "C", "C", "C", "C", "C", "C", "C", "C", "C", "C", "C", "H", "H", "H", "H", "H", "H", "H", "H", "H", "H", "H", "H", "H", "H", "H", "H", "H", "H", "H", "H", "H", "H", "H", "H", "H", "H", "H", "H", "H", "H", "H", "H", "H", "H", "H", "H", "H", "H", "H", "H", "N", "C", "C", "C", "C", "N", "C", "C", "H", "H", "H", "H"], "positions_angstrom": [[-0.29592, -0.20069, -0.29558], [1.49288, 4.46193, 1.66340], [1.02686, 3.71147, 0.46339], [0.35759, 4.03293, -0.76644], [-0.08819, 2.85724, -1.31246], [0.24538, 1.78427, -0.47544], [0.99921, 2.35219, 0.55220], [1.82963, 1.29722, 1.41871], [2.47834, 0.27397, 0.42606], [1.71731, -0.56805, -0.46181], [2.60210, -1.35643, -1.10637], [3.88019, -1.06405, -0.65445], [3.74369, -0.06022, 0.29643], [4.83317, 0.53042, 1.16128], [2.28498, -2.53773, -1.97929], [3.53001, -2.73647, -2.95236], [0.98353, -2.22885, -2.71087], [2.16098, -3.84571, -1.06860], [0.80311, 0.53470, 2.27497], [-0.09283, -0.46538, 1.66592], [-0.69417, -1.08887, 2.66702], [-0.25875, -0.55103, 3.92598], [0.77272, 0.31728, 3.58315], [1.62871, 0.96476, 4.58052], [-1.61289, -2.30065, 2.54129], [-3.02716, -1.82293, 2.92033], [-1.07550, -3.26653, 3.66621], [-1.54068, -2.99196, 1.19987], [-0.75538, 2.75817, -2.66244], [-0.64976, 1.31815, -3.22563], [0.14415, 3.61623, -3.61244], [-2.21043, 3.32983, -2.65783], [0.92350, 5.33061, 1.93589], [2.50942, 4.75555, 1.48209], [1.56286, 3.83020, 2.53115], [0.45519, 4.98045, -1.34933], [2.64433, 2.00462, 2.10658], [4.80696, -1.46256, -1.11851], [5.78372, 0.18267, 0.82789], [4.73388, 0.24442, 2.23571], [4.81716, 1.64818, 0.95465], [3.76141, -1.77759, -3.43804], [3.19698, -3.51874, -3.66745], [4.45671, -3.15904, -2.47265], [1.07395, -1.20052, -3.06023], [0.10628, -2.19203, -2.03411], [0.69042, -2.94893, -3.48322], [3.02875, -4.00580, -0.40225], [1.91312, -4.67101, -1.74010], [1.32417, -3.65634, -0.35572], [-0.40622, -0.93013, 4.95185], [1.24109, 0.68529, 5.57618], [1.70154, 2.09148, 4.53467], [2.60099, 0.48013, 4.44926], [-3.04614, -1.38446, 3.93617], [-3.59966, -2.78654, 2.92285], [-3.43796, -1.15996, 2.12684], [-1.40045, -2.92158, 4.64965], [0.00448, -3.36849, 3.57951], [-1.51258, -4.22251, 3.43361], [-2.15717, -2.48460, 0.49521], [-1.70554, -4.08286, 1.31948], [-0.45950, -2.87021, 0.91997], [0.40325, 0.90650, -3.27352], [-1.12364, 1.19428, -4.15273], [-1.20341, 0.55988, -2.57998], [1.17420, 3.24147, -3.72860], [0.24681, 4.63985, -3.24350], [-0.42071, 3.60656, -4.57430], [-2.83673, 2.88511, -1.84956], [-2.68666, 3.29445, -3.66977], [-2.16574, 4.44736, -2.51121], [-7.70645, -0.12867, -1.42511], [-6.59079, -0.24881, -1.21231], [-5.20623, -0.29042, -1.02944], [-4.38675, -1.13301, -1.80854], [-3.00606, -1.03298, -1.68714], [-2.41185, -0.22490, -0.74962], [-3.22368, 0.48116, 0.08195], [-4.60296, 0.49576, -0.01212], [-4.82141, -1.84195, -2.49593], [-2.35055, -1.56644, -2.45576], [-2.72759, 1.17847, 0.76198], [-5.17759, 1.05140, 0.70291]], "forces_ev_per_a": [[1.153, 1.338, 0.092], [0.828, -0.113, -0.543], [-1.445, -1.944, -0.504], [1.381, 0.962, 0.453], [-0.171, -1.072, 0.627], [-0.219, 1.513, -0.367], [-0.488, -0.505, -0.278], [0.027, 1.385, 0.094], [-1.675, -0.601, -0.785], [-0.148, 0.732, 0.675], [0.523, -0.290, 1.085], [0.783, -0.018, -0.900], [1.724, -0.383, 0.586], [-0.944, 1.294, -0.345], [1.121, -0.813, 0.603], [-0.978, -0.740, 0.169], [-0.179, 0.176, 0.091], [-0.720, 1.744, 0.198], [-0.522, -2.009, -0.948], [1.027, 2.375, 0.224], [-0.254, -0.271, 1.964], [0.514, -1.183, -1.288], [-1.830, 0.766, 0.539], [0.493, 0.773, 0.731], [0.618, 0.983, 1.827], [-0.279, -1.428, -0.384], [-0.637, 0.467, -1.110], [2.087, -0.215, 0.731], [0.851, -0.346, -0.636], [0.568, -1.341, 2.572], [-0.948, -0.004, -0.455], [0.290, 1.012, -0.212], [-0.416, 0.369, -0.327], [0.637, 0.587, -0.061], [-0.279, -0.400, 0.201], [-0.532, -0.832, 1.190], [-0.923, -1.483, -0.841], [-0.831, 0.364, 0.915], [0.650, -0.373, -0.296], [-0.145, 0.569, -0.828], [0.114, -1.228, 0.872], [0.006, -0.501, -0.140], [0.404, 0.691, 0.043], [-1.111, 0.585, -0.138], [-0.111, -0.180, -0.777], [0.165, -0.268, 0.337], [0.306, 0.305, -0.020], [-0.147, -0.086, -0.848], [0.234, -0.142, 0.396], [0.258, -0.377, -0.557], [-0.186, 0.292, -0.980], [0.329, 0.246, -0.436], [0.019, -1.339, -0.191], [0.262, 0.511, 0.316], [-0.136, -0.050, -0.717], [-0.124, 1.019, 0.147], [0.123, -0.295, 0.763], [0.269, -0.203, -0.097], [0.032, 0.030, 0.259], [-0.219, -0.538, 0.371], [-0.657, -0.109, -0.778], [-0.319, 0.789, -0.475], [-0.754, -0.412, -0.344], [-0.976, 0.881, -0.107], [-0.472, 0.143, -1.532], [0.483, 0.932, -0.493], [-0.560, -0.199, -0.024], [-0.305, -0.090, -0.352], [0.869, 0.281, 0.400], [0.304, 0.254, -0.771], [0.316, -0.641, 0.838], [0.069, -1.098, 0.348], [-0.792, -0.018, -0.060], [-0.617, 0.042, -0.214], [2.149, -0.183, 1.099], [0.243, 0.605, 0.379], [0.627, -0.016, -0.391], [-0.461, -0.733, -0.376], [0.528, 0.396, -0.457], [0.252, -1.000, -1.043], [-0.020, 0.143, -0.233], [-0.809, 0.673, 1.490], [-0.050, -0.476, 0.058], [-0.250, 0.323, -0.028]], "homo_energy_ev": [-14.5108, -14.3209], "multiplicity": 6, "charge": 2, "e_tot_ev": -78794.3520, "lumo_energy_ev": [-6.64, -8.60], "orbital_gap_ev": [7.87, 5.72]}


Please write out number 1 again, unchanged.
{"formula": "C10H21NO3Rb", "method": "ωB97M-V/def2-TZVPD", "symbols": ["Rb", "C", "C", "C", "N", "C", "C", "C", "C", "C", "C", "H", "H", "H", "H", "H", "H", "H", "H", "H", "H", "H", "H", "H", "H", "H", "H", "H", "H", "H", "H", "O", "C", "O", "O", "H"], "positions_angstrom": [[4.06167, -0.55486, -2.16454], [-1.48709, -1.12757, -2.90842], [-0.56290, -0.18781, -2.11451], [-0.77400, -0.65055, -0.61004], [-0.10425, 0.31338, 0.47844], [-0.56267, -0.12951, 1.87006], [-0.16250, 0.92844, 2.99444], [-0.87676, 2.20750, 2.68092], [-0.52443, 2.80881, 1.31229], [-0.52531, 1.79381, 0.17024], [1.46132, 0.23948, 0.41812], [-2.54631, -0.92440, -2.75076], [-1.23046, -2.17773, -2.76907], [-1.33194, -1.01952, -3.98190], [-0.92487, 0.81746, -2.33017], [0.47315, -0.37461, -2.39703], [-0.43433, -1.67593, -0.46400], [-1.82081, -0.46312, -0.37097], [-1.64409, -0.19139, 1.74836], [-0.17228, -1.14532, 1.93180], [-0.41062, 0.57600, 3.99560], [0.91211, 1.06534, 3.11522], [-1.94708, 2.02364, 2.77423], [-0.45076, 2.97002, 3.33299], [-1.28294, 3.54505, 1.04636], [0.40887, 3.37071, 1.34855], [-1.58156, 1.65216, -0.05862], [0.07916, 2.17238, -0.65401], [1.85217, 1.10443, 0.95402], [1.72423, 0.20367, -0.63909], [1.64730, -0.78769, 0.73189], [0.86421, -3.82432, -1.12239], [1.93727, -3.25044, -1.62562], [2.57623, -2.54825, -0.85345], [2.25946, -3.23408, -2.84755], [1.10078, -3.52531, -0.24136]], "forces_ev_per_a": [[-0.003, -0.386, -0.159], [0.508, -0.224, -0.840], [-0.840, -1.563, 1.209], [0.512, 2.808, -0.241], [1.420, 0.863, -0.506], [0.557, 0.995, -0.382], [0.039, -1.655, -0.978], [0.847, 0.941, -0.264], [0.187, -0.798, -0.075], [-0.778, -1.131, 0.538], [-2.304, -0.912, -0.575], [0.031, -0.154, 0.329], [-0.229, -0.057, 0.474], [0.103, 0.391, -0.059], [0.536, 0.131, 0.384], [-0.029, 0.354, -0.153], [-0.003, 0.170, 0.175], [-0.126, -0.672, -0.035], [-0.133, 0.041, 0.484], [0.063, 0.127, 0.547], [-0.565, -0.319, -0.183], [0.187, -0.028, -0.666], [-0.049, 0.471, 0.218], [-0.913, -0.010, 0.703], [-0.006, 0.042, -0.052], [0.189, -0.253, 0.135], [0.040, 0.167, -0.681], [-0.239, -0.418, -0.191], [0.274, -0.499, -0.010], [0.033, 0.685, 0.056], [0.751, 0.317, 0.612], [-1.426, -1.234, 0.343], [2.308, 1.792, -5.800], [1.405, 1.823, 3.958], [-1.513, -1.335, 0.450], [-0.832, -0.469, 1.237]], "homo_energy_ev": [-2.8667, -7.9192], "multiplicity": 2, "e_tot_ev": -18995.3774, "lumo_energy_ev": [-0.01, -0.04], "orbital_gap_ev": [2.85, 7.88]}